Here is a structure of composition C7H7N2O3 at a distorted geometry from the OMol25 dataset. Energies are from the ωB97M-V functional and the def2-TZVPD basis.

Geometry as ORCA input:
```
! RIJCOSX wB97M-V def2-TZVPD def2/J DEFGRID3
* xyz -1 1
C 1.540 1.612 0.741
C 0.585 1.989 -0.215
C 1.391 0.609 1.677
C -0.828 0.977 1.208
C -0.076 -0.329 0.036
C -0.889 -1.724 -1.767
C -0.899 -1.548 -0.305
N -0.650 1.038 -0.197
N 0.046 -0.100 1.476
O 0.620 2.697 -1.198
O 2.130 0.163 2.530
O -1.587 1.674 1.848
H 2.455 2.184 0.713
H 0.880 -0.510 -0.391
H -1.334 -0.809 -2.269
H -1.301 -2.584 -2.205
H 0.222 -1.620 -2.223
H -0.425 -2.395 0.299
H -1.881 -1.325 0.242
*
```

**HOMO level**: -4.5315 eV
**Energy**: -606.1835 a.u.
**Orbital gap**: 8.1 eV